C12H21I2O3PS8V as an isolated structure in a non-equilibrium geometry, computed with the ωB97M-V functional and the def2-TZVPD basis.

Last column: Mulliken charge in e.
Element x y z (Å)
V (-0.21, -0.18, -0.10)  0.1001
C (-1.51, 1.26, -2.73)  -0.9692
C (-2.77, 1.03, -1.91)  -0.7315
S (-2.50, -0.20, -0.57)  0.1385
C (-3.24, 0.62, 0.86)  -0.8526
C (-2.52, 1.88, 1.28)  -0.8154
S (-0.71, 1.60, 1.39)  0.0539
C (-0.11, 3.11, 0.55)  -0.7835
C (-0.40, 3.13, -0.93)  -0.8571
S (-0.01, 1.52, -1.72)  -0.0838
H (-1.27, 0.38, -3.33)  0.4663
H (-1.62, 2.12, -3.38)  0.5420
H (-3.11, 1.95, -1.43)  0.3327
H (-3.57, 0.65, -2.55)  0.5477
H (-4.29, 0.82, 0.63)  0.4956
H (-3.19, -0.14, 1.65)  0.3975
H (-2.70, 2.70, 0.59)  0.4054
H (-2.85, 2.19, 2.28)  0.5480
H (-0.55, 3.97, 1.06)  0.5729
H (0.97, 3.11, 0.74)  0.1716
H (-1.45, 3.35, -1.14)  0.4410
H (0.21, 3.89, -1.44)  0.5381
S (-2.23, -7.10, -0.47)  -0.2280
C (-1.60, -5.60, -0.34)  0.1129
S (-0.90, -4.76, -1.70)  -0.0558
C (-0.59, -3.25, -0.84)  0.0308
C (-0.90, -3.21, 0.48)  0.4736
S (-0.70, -1.83, 1.49)  -0.4528
S (-1.57, -4.69, 1.15)  -0.0857
S (-0.20, -1.81, -1.74)  -0.5760
C (3.26, 1.82, -0.51)  -0.5304
O (3.21, 0.56, 0.13)  -0.2865
P (1.95, -0.20, 0.75)  0.8523
O (2.69, -1.53, 1.22)  -0.2650
C (2.75, -2.79, 0.58)  -0.5594
O (1.95, 0.57, 2.18)  -0.4977
C (1.46, 0.01, 3.39)  -0.5959
H (4.20, 1.84, -1.07)  0.2966
H (3.23, 2.63, 0.22)  0.2437
H (2.43, 1.93, -1.23)  0.1995
H (3.01, -3.52, 1.36)  0.2578
H (3.52, -2.80, -0.19)  0.2970
H (1.78, -3.06, 0.16)  0.2241
H (2.05, 0.44, 4.20)  0.2290
H (1.58, -1.08, 3.39)  0.2861
H (0.41, 0.25, 3.53)  0.2321
I (2.05, -1.21, -2.39)  0.2107
I (4.56, -0.35, -3.54)  -0.4712

Values from the calculation:
- E_tot (Ha) = -5761.8850
- frontier orbital gap (spin up / spin down) (eV) = 6.3 / 6.5
- ΔE to the lowest compared entry with this formula, charge and spin (kJ/mol) = 109.0
- largest force on an atom (eV/A) = 2.559
- multiplicity = 2

=====

C12H21MnN5O5 as an isolated structure in a non-equilibrium geometry, computed with the ωB97M-V functional and the def2-TZVPD basis.

Last column: Mulliken charge in e.
Element x y z (Å)
Mn (0.42, -1.07, 0.32)  1.0751
O (1.99, 0.08, -0.74)  -0.4142
C (2.58, 1.11, 0.09)  -0.3006
C (3.22, 0.49, 1.31)  -1.1714
N (2.28, -0.40, 1.98)  0.5385
C (2.83, -1.72, 2.28)  -0.5807
C (2.75, -2.58, 1.04)  0.4602
O (3.62, -3.25, 0.59)  -0.5424
O (1.53, -2.47, 0.45)  -0.7512
C (1.53, 0.18, 3.09)  -0.6940
C (0.11, -0.34, 3.13)  0.3371
O (-0.55, -0.34, 4.11)  -0.5608
O (-0.37, -0.76, 1.94)  -0.6606
H (2.69, -0.49, -1.09)  0.3428
H (3.29, 1.69, -0.49)  0.4665
H (1.75, 1.76, 0.37)  0.2041
H (4.10, -0.09, 1.00)  0.4387
H (3.59, 1.28, 1.96)  0.4368
H (3.86, -1.70, 2.63)  0.4005
H (2.21, -2.20, 3.04)  0.4394
H (1.99, -0.02, 4.06)  0.4116
H (1.47, 1.26, 2.97)  0.4080
C (-0.74, 1.36, -1.17)  -0.9060
N (-1.81, 1.80, -2.02)  0.1461
C (-1.94, 0.88, -3.16)  -0.7395
N (-2.25, -0.48, -2.72)  0.0614
C (-1.19, -0.94, -1.86)  -0.6490
N (-1.02, -0.04, -0.65)  1.0904
C (-2.35, -0.01, 0.09)  -0.7127
N (-3.40, 0.44, -0.79)  0.1239
C (-3.08, 1.79, -1.27)  -0.6924
C (-3.50, -0.45, -1.94)  -0.6918
H (-0.66, 2.01, -0.30)  0.2413
H (0.20, 1.34, -1.71)  0.2643
H (-1.01, 0.88, -3.73)  0.3427
H (-2.74, 1.23, -3.80)  0.3395
H (-0.25, -0.95, -2.42)  0.2962
H (-1.42, -1.95, -1.50)  0.3212
H (-2.23, 0.65, 0.94)  0.2499
H (-2.56, -1.01, 0.46)  0.2897
H (-3.00, 2.47, -0.42)  0.3421
H (-3.88, 2.14, -1.92)  0.3252
H (-4.30, -0.10, -2.59)  0.3365
H (-3.74, -1.46, -1.60)  0.3377

Values from the calculation:
- E_tot (Ha) = -2270.6392
- charge = +1
- frontier orbital gap (spin up / spin down) (eV) = 7.0 / 8.5
- largest force on an atom (eV/A) = 1.749
- multiplicity = 5

=====

A 3-piece molecular cluster, C12H21N3 overall, computed with the ωB97M-V functional and the def2-TZVPD basis.

Last column: Mulliken charge in e.
Element x y z (Å)
C (-3.59, 5.91, 0.63)  -1.1538
C (-4.70, 4.98, 0.13)  -0.4234
C (-4.19, 3.56, -0.10)  -0.3126
C (-3.88, 2.86, 1.15)  0.2693
N (-3.65, 2.33, 2.15)  -0.5362
H (-3.96, 6.87, 1.00)  0.3413
H (-2.84, 6.11, -0.13)  0.3090
H (-3.08, 5.45, 1.48)  0.3230
H (-5.13, 5.34, -0.80)  0.2987
H (-5.51, 4.97, 0.87)  0.3125
H (-3.27, 3.59, -0.69)  0.2648
H (-4.93, 2.96, -0.64)  0.3111
C (3.79, -5.55, -1.28)  -1.0722
C (5.06, -4.72, -1.26)  -0.3976
C (5.26, -3.98, 0.07)  -0.4452
C (4.33, -2.86, 0.21)  0.2417
N (3.62, -1.97, 0.32)  -0.3996
H (3.77, -6.24, -0.44)  0.3110
H (3.74, -6.15, -2.19)  0.3178
H (2.89, -4.93, -1.28)  0.2894
H (5.03, -3.96, -2.05)  0.2886
H (5.94, -5.33, -1.49)  0.3120
H (6.26, -3.54, 0.11)  0.2851
H (5.10, -4.66, 0.91)  0.2769
C (0.30, -1.17, -0.08)  -1.1463
C (-0.38, -0.39, 1.03)  -0.4980
C (-0.86, 1.00, 0.55)  -0.3192
C (-1.81, 0.90, -0.55)  0.2764
N (-2.56, 0.83, -1.42)  -0.5057
H (0.75, -2.10, 0.29)  0.3222
H (1.10, -0.60, -0.54)  0.3022
H (-0.43, -1.46, -0.84)  0.3768
H (0.34, -0.22, 1.83)  0.3165
H (-1.22, -0.95, 1.44)  0.3024
H (0.02, 1.57, 0.25)  0.3158
H (-1.34, 1.55, 1.36)  0.2454

Values from the calculation:
- SMILES = CCCC#N.CCCC#N.CCCC#N
- E_tot (Ha) = -634.0875
- frontier orbital gap (eV) = 12.0
- ΔE to the lowest compared entry with this formula, charge and spin (kJ/mol) = 0.0
- largest force on an atom (eV/A) = 0.717